Density functional theory data (ωB97M-V/def2-TZVPD) for a molecular structure, C42H30Br2F4HgN4O4PS in a non-equilibrium geometry.

Cartesian coordinates (Å):
Hg (-0.355, -0.644, 0.151)
F (7.737, 1.548, -0.993)
C (6.556, 1.190, -0.489)
C (6.466, 0.704, 0.807)
F (7.582, 0.615, 1.545)
C (5.253, 0.300, 1.308)
F (5.237, -0.157, 2.562)
C (4.066, 0.315, 0.561)
P (2.364, 0.061, 1.254)
C (2.546, -1.627, 1.973)
C (3.576, -2.525, 1.707)
C (3.525, -3.819, 2.201)
C (2.441, -4.242, 2.954)
C (1.401, -3.360, 3.213)
C (1.453, -2.068, 2.725)
C (2.596, 1.062, 2.788)
C (2.791, 0.550, 4.067)
C (2.920, 1.403, 5.154)
C (2.860, 2.778, 4.984)
C (2.705, 3.300, 3.708)
C (2.585, 2.447, 2.624)
C (4.189, 0.868, -0.736)
Br (2.654, 1.068, -1.835)
C (5.400, 1.289, -1.241)
F (5.497, 1.805, -2.472)
H (4.430, -2.224, 1.114)
H (4.344, -4.500, 1.995)
H (2.405, -5.255, 3.336)
H (0.544, -3.679, 3.793)
H (0.641, -1.378, 2.933)
H (2.861, -0.517, 4.218)
H (3.068, 0.986, 6.143)
H (2.934, 3.439, 5.839)
H (2.672, 4.373, 3.559)
H (2.464, 2.853, 1.624)
O (-1.870, -1.305, -1.349)
C (-2.236, -2.556, -1.543)
C (-3.588, -2.864, -1.739)
C (-4.017, -4.150, -2.090)
C (-3.089, -5.174, -2.252)
C (-1.745, -4.918, -2.036)
C (-1.283, -3.625, -1.661)
C (0.106, -3.373, -1.501)
N (0.721, -2.291, -0.955)
C (2.070, -2.461, -1.130)
C (2.325, -3.641, -1.750)
N (1.085, -4.222, -1.984)
H (-4.309, -2.064, -1.608)
H (-5.073, -4.342, -2.252)
H (-3.415, -6.168, -2.539)
H (-1.031, -5.730, -2.146)
H (2.774, -1.717, -0.804)
H (3.247, -4.098, -2.062)
H (0.921, -5.097, -2.441)
N (-2.472, 0.541, -3.056)
C (-1.965, 1.695, -2.635)
N (-1.190, 1.865, -1.618)
C (-0.807, 3.174, -1.462)
C (0.008, 3.665, -0.447)
C (0.302, 5.018, -0.416)
C (-0.199, 5.891, -1.381)
C (-1.016, 5.420, -2.400)
C (-1.315, 4.070, -2.425)
S (-2.333, 3.208, -3.550)
H (-2.307, -0.292, -2.419)
H (-3.175, 0.533, -3.770)
H (0.376, 2.965, 0.295)
H (0.932, 5.412, 0.372)
H (0.034, 6.948, -1.334)
H (-1.407, 6.083, -3.162)
Br (-6.026, -1.099, 3.608)
C (-5.277, -0.068, 2.196)
C (-6.135, 0.889, 1.668)
C (-5.717, 1.697, 0.625)
C (-4.441, 1.541, 0.111)
C (-3.598, 0.583, 0.642)
C (-3.980, -0.247, 1.696)
C (-2.934, -1.227, 2.292)
O (-3.178, -1.705, 3.402)
O (-1.907, -1.458, 1.594)
H (-7.127, 0.997, 2.087)
H (-6.390, 2.447, 0.225)
H (-4.099, 2.169, -0.704)
H (-2.608, 0.464, 0.228)
C (-0.753, 1.415, 2.517)
O (0.070, 0.871, 1.524)
H (-0.361, 2.396, 2.826)
H (-0.799, 0.777, 3.412)
H (-1.783, 1.564, 2.171)

The HOMO energy (spin up / spin down) is 1.6 / -1.6 eV. The value obtained for the lowest unoccupied orbital energy (spin up / spin down) is 3.74 / 3.74 eV. The value obtained for the gap between HOMO and LUMO (spin up / spin down) is 2.159 / 5.365 eV. The expectation value of S² is 0.77. Its total energy is -8578.95027 Ha. Its charge is -2. As for the spin multiplicity: 2.

Atom charges from the Mulliken analysis, given in e for atoms 1 to 8: 2.844 -0.320 0.469 0.386 -0.327 -0.092 -0.371 0.052